Entry 1:
ORCA calculation (ωB97M-V/def2-TZVPD) on C50H70N11O2PW as an isolated structure in a non-equilibrium geometry.

The geometry in XYZ format:
```
135
Properties=species:S:1:pos:R:3
W -0.415 -0.205 0.507
C 5.037 -1.073 0.163
C 4.060 -0.014 -0.352
C 3.367 -0.434 -1.625
C 4.087 -0.405 -2.819
C 3.503 -0.774 -4.017
C 2.185 -1.206 -4.028
C 1.436 -1.269 -2.857
C 0.058 -1.868 -2.908
C 0.093 -3.396 -2.861
C 2.034 -0.853 -1.661
N 1.343 -0.927 -0.392
C 1.678 -1.969 0.356
C 1.321 -2.012 1.709
C 1.558 -2.931 2.727
C 0.962 -2.391 3.869
C 0.369 -1.189 3.494
N 0.596 -0.920 2.188
H 5.492 -0.757 1.101
H 5.837 -1.252 -0.556
H 4.535 -2.025 0.339
H 4.614 0.909 -0.550
H 3.327 0.215 0.421
H 5.125 -0.091 -2.795
H 4.077 -0.751 -4.934
H 1.732 -1.536 -4.956
H -0.445 -1.537 -3.822
H -0.526 -1.497 -2.075
H 0.658 -3.804 -3.699
H -0.915 -3.810 -2.894
H 0.563 -3.747 -1.940
H 2.258 -2.784 -0.071
H 2.081 -3.869 2.639
H 0.953 -2.814 4.859
H -0.186 -0.505 4.117
C -1.841 0.526 -8.495
O -1.502 -0.298 -7.387
C -2.520 -0.818 -6.659
C -3.861 -0.484 -6.829
C -4.812 -1.083 -6.015
C -4.443 -1.962 -5.007
C -3.102 -2.328 -4.871
C -2.156 -1.766 -5.699
N -5.542 -2.516 -4.273
N -5.452 -2.919 -3.110
C -4.364 -2.591 -2.234
C -3.948 -3.614 -1.414
C -2.923 -3.453 -0.455
C -2.334 -2.225 -0.325
O -1.331 -1.921 0.526
C -2.765 -1.152 -1.142
N -2.070 0.010 -0.950
C -2.505 1.098 -1.563
C -3.646 1.095 -2.378
C -4.301 -0.085 -2.628
C -3.823 -1.282 -2.048
H -0.903 0.773 -8.983
H -2.338 1.442 -8.168
H -2.483 -0.010 -9.196
H -4.178 0.205 -7.597
H -5.863 -0.866 -6.150
H -2.808 -3.086 -4.156
H -1.116 -2.066 -5.651
H -4.428 -4.577 -1.528
H -2.619 -4.278 0.174
H -1.944 2.003 -1.370
H -3.989 2.023 -2.812
H -5.188 -0.093 -3.243
N 2.039 3.792 -4.216
C 2.543 3.955 -2.804
C 2.380 2.609 -2.104
N 1.025 2.105 -2.126
C 0.482 2.050 -3.465
C 0.592 3.368 -4.227
H 2.593 3.059 -4.669
H 2.174 4.646 -4.756
H 1.939 4.740 -2.347
H 3.581 4.278 -2.857
H 2.735 2.689 -1.076
H 3.025 1.876 -2.602
H 0.420 2.569 -1.458
H -0.564 1.745 -3.440
H 1.024 1.272 -4.018
H 0.036 4.170 -3.741
H 0.274 3.282 -5.265
N -0.443 1.648 0.672
P -0.938 2.803 1.664
N -1.664 4.095 0.919
C -3.094 4.156 0.614
C -3.354 4.559 -0.835
C -2.620 5.845 -1.199
C -1.138 5.709 -0.862
C -0.972 5.348 0.607
N 0.355 3.479 2.439
C 1.687 3.367 1.822
C 2.460 2.156 2.327
C 2.547 2.163 3.852
C 1.168 2.346 4.483
C 0.482 3.571 3.903
N -2.065 2.182 2.698
C -2.741 0.906 2.438
C -3.321 0.337 3.720
C -4.423 1.261 4.270
C -4.233 2.699 3.775
C -2.752 3.038 3.694
H -3.555 4.903 1.275
H -3.554 3.193 0.833
H -4.430 4.670 -0.986
H -3.014 3.759 -1.497
H -3.036 6.681 -0.630
H -2.764 6.079 -2.255
H -0.603 6.636 -1.077
H -0.693 4.909 -1.472
H -1.415 6.148 1.215
H 0.073 5.273 0.896
H 2.226 4.286 2.082
H 1.576 3.347 0.736
H 3.463 2.161 1.893
H 1.954 1.247 1.993
H 3.194 2.984 4.175
H 3.006 1.238 4.205
H 1.258 2.453 5.565
H 0.544 1.471 4.284
H 1.087 4.462 4.104
H -0.491 3.750 4.351
H -2.022 0.179 2.018
H -3.533 1.020 1.685
H -2.513 0.220 4.446
H -3.715 -0.660 3.522
H -4.400 1.241 5.360
H -5.406 0.898 3.972
H -4.719 3.403 4.451
H -4.696 2.836 2.796
H -2.305 2.882 4.681
H -2.598 4.085 3.423
```

Highest occupied orbital energy (alpha / beta) ... -11.329 / -11.328 eV
Total charge ... +2
Calculated total energy ... -3108.1082 Eh
ΔE to the lowest compared entry with this formula, charge and spin ... 1.399 eV
Frontier orbital gap (alpha / beta) ... 6.28 / 6.28 eV

=====

Entry 2:
ORCA calculation (ωB97M-V/def2-TZVPD) on a 2-piece molecular cluster, C4H10NS overall in a non-equilibrium geometry.

The geometry in XYZ format:
```
16
Properties=species:S:1:pos:R:3
C -0.611 -2.768 -0.669
C -0.551 -1.721 -1.707
C -0.458 -0.460 0.465
C 1.218 3.293 1.595
N 0.046 -1.455 -0.403
S 0.047 3.669 0.464
H -1.536 -2.939 -0.134
H 0.034 -3.631 -0.739
H 0.124 -1.835 -2.544
H -1.441 -1.151 -1.935
H -1.517 -0.311 0.426
H 0.013 -0.423 1.429
H 1.158 2.319 2.042
H 1.984 3.985 1.883
H 1.063 -1.500 -0.364
H 0.427 4.926 0.191
```

Highest occupied orbital energy (alpha / beta) ... -13.157 / -9.683 eV
Total charge ... +1
Calculated total energy ... -610.9090 Eh
ΔE to the lowest compared entry with this formula, charge and spin ... 5.287 eV
Frontier orbital gap (alpha / beta) ... 9.83 / 4.20 eV

=====

Entry 3:
ORCA calculation (ωB97M-V/def2-TZVPD) on C32H22AuNO2P as an isolated structure.

The geometry in XYZ format:
```
59
Properties=species:S:1:pos:R:3
Au -0.685 0.150 -1.712
O -4.757 -1.047 -2.473
C -3.591 -0.962 -2.079
O -2.945 0.075 -1.761
C -2.838 -2.294 -1.923
C -3.497 -3.523 -2.197
C -2.817 -4.686 -2.019
C -1.472 -4.652 -1.567
C -0.689 -5.812 -1.352
C 0.603 -5.703 -0.923
C 1.172 -4.430 -0.686
C 0.440 -3.294 -0.882
C -0.900 -3.388 -1.328
N -1.605 -2.237 -1.513
H -4.521 -3.479 -2.537
H -3.283 -5.645 -2.216
H -1.133 -6.785 -1.533
H 1.198 -6.594 -0.763
H 2.198 -4.358 -0.348
H 0.841 -2.302 -0.710
C 0.973 0.783 5.472
C 1.245 -0.364 4.744
C 1.067 -0.368 3.364
C 0.629 0.768 2.691
C 0.348 1.912 3.442
C 0.521 1.924 4.816
P 0.343 0.618 0.863
C -1.119 1.724 0.783
C -2.304 1.282 1.369
C -3.450 2.055 1.306
C -3.429 3.280 0.652
C -2.255 3.726 0.063
C -1.105 2.950 0.129
C 1.714 1.638 0.167
C 2.605 2.258 1.008
C 3.774 2.886 0.528
C 4.051 2.867 -0.802
C 3.174 2.229 -1.715
C 3.498 2.211 -3.092
C 2.668 1.589 -3.975
C 1.482 0.975 -3.523
C 1.097 0.970 -2.196
C 1.980 1.607 -1.253
H 1.101 0.790 6.548
H 1.586 -1.260 5.247
H 1.269 -1.269 2.796
H -0.021 2.799 2.938
H 0.297 2.822 5.380
H -2.330 0.315 1.861
H -4.370 1.691 1.745
H -4.331 3.874 0.581
H -2.235 4.671 -0.465
H -0.193 3.286 -0.352
H 2.432 2.270 2.073
H 4.446 3.368 1.228
H 4.950 3.334 -1.190
H 4.411 2.695 -3.421
H 2.913 1.566 -5.031
H 0.847 0.496 -4.258
```

Highest occupied orbital energy ... -4.507 eV
Total charge ... -1
Calculated total energy ... -1915.0186 Eh
Frontier orbital gap ... 7.25 eV

=====

Entry 4:
ORCA calculation (ωB97M-V/def2-TZVPD) on a 2-piece molecular cluster, C8H7N2O overall in a non-equilibrium geometry.

The geometry in XYZ format:
```
18
Properties=species:S:1:pos:R:3
C 2.641 -1.591 0.682
C -2.007 0.037 -0.536
C -1.175 -0.985 -0.845
C -1.471 0.979 0.427
C 0.126 -1.218 -0.405
C -0.182 0.781 0.863
C 0.659 -0.356 0.506
C 2.007 -0.442 0.976
N 3.152 -2.629 0.543
N 3.053 1.720 -0.096
O 3.576 1.461 -1.189
H -2.982 0.236 -0.935
H -1.421 -1.692 -1.663
H -2.041 1.834 0.560
H 0.546 -2.196 -0.611
H 0.270 1.596 1.486
H 2.326 0.521 1.361
H 2.231 2.345 -0.177
```

Highest occupied orbital energy (alpha / beta) ... -2.504 / -2.502 eV
Total charge ... -1
Calculated total energy ... -493.6868 Eh
ΔE to the lowest compared entry with this formula, charge and spin ... 3.366 eV
Frontier orbital gap (alpha / beta) ... 5.74 / 5.73 eV

=====

Entry 5:
ORCA calculation (ωB97M-V/def2-TZVPD) on an isolated molecule of C4H7NO in a non-equilibrium geometry.

The geometry in XYZ format:
```
13
Properties=species:S:1:pos:R:3
C 1.060 -0.877 -0.061
C 1.041 0.650 -0.008
C -0.456 -0.809 -0.043
C -0.481 0.545 0.038
N -1.379 1.486 0.116
O -1.350 -1.722 -0.076
H -0.915 -2.590 -0.131
H -1.169 2.476 0.189
H -2.373 1.272 0.148
H 1.512 -1.293 -0.968
H 1.528 -1.355 0.808
H 1.521 1.078 0.880
H 1.461 1.138 -0.894
```

Highest occupied orbital energy ... -6.581 eV
Total charge ... 0
Calculated total energy ... -286.5435 Eh
ΔE to the lowest compared entry with this formula, charge and spin ... 2.399 eV
Frontier orbital gap ... 7.51 eV

=====

Entry 6:
ORCA calculation (ωB97M-V/def2-TZVPD) on C4H13N2 as an isolated structure in a non-equilibrium geometry.

The geometry in XYZ format:
```
19
Properties=species:S:1:pos:R:3
C -1.000 -1.551 1.521
C -0.243 -0.441 0.773
C -0.966 0.239 -0.425
C -0.311 1.496 -1.040
N 1.175 1.256 -1.001
N 1.074 -0.941 0.209
H -1.923 -1.121 1.861
H -0.475 -1.925 2.365
H -1.194 -2.338 0.776
H -0.034 0.336 1.474
H -2.027 0.450 -0.248
H -0.989 -0.539 -1.221
H -0.627 1.684 -2.065
H -0.599 2.378 -0.483
H 1.678 1.485 -1.862
H 1.298 0.028 -0.538
H 1.702 1.681 -0.241
H 0.662 -1.764 -0.347
H 1.771 -1.297 0.870
```

Highest occupied orbital energy ... -14.860 eV
Total charge ... +1
Calculated total energy ... -269.4696 Eh
ΔE to the lowest compared entry with this formula, charge and spin ... 0.847 eV
Frontier orbital gap ... 11.94 eV

=====

Entry 7:
ORCA calculation (ωB97M-V/def2-TZVPD) on a 2-piece molecular cluster, C3H6Cl2Si overall in a non-equilibrium geometry.

The geometry in XYZ format:
```
12
Properties=species:S:1:pos:R:3
C -0.689 0.017 -1.006
C -1.246 0.151 0.348
C -0.006 0.907 0.069
Si 1.651 0.385 0.811
Cl 3.242 0.695 -0.294
Cl 0.650 -3.160 0.126
H -0.175 -0.944 -1.225
H -1.039 0.365 -2.020
H -2.048 0.713 0.557
H -1.368 -0.778 0.833
H -0.331 1.961 -0.136
H 1.357 -0.312 1.938
```

Highest occupied orbital energy ... -8.097 eV
Total charge ... 0
Calculated total energy ... -1327.6791 Eh
ΔE to the lowest compared entry with this formula, charge and spin ... 5.497 eV
Frontier orbital gap ... 5.62 eV

=====

Entry 8:
ORCA calculation (ωB97M-V/def2-TZVPD) on C17H27FNO2P2V as an isolated structure in a non-equilibrium geometry.

The geometry in XYZ format:
```
51
Properties=species:S:1:pos:R:3
V -0.393 0.457 0.451
P 1.030 2.235 0.059
C 1.769 1.851 -1.641
C 1.149 0.493 -2.070
N 0.386 -0.272 -1.228
C -0.091 -1.505 -1.628
C 0.396 -2.179 -2.740
C 1.252 -1.411 -3.550
C 1.500 -0.097 -3.253
C -0.971 -2.311 -0.667
P -2.431 -1.713 0.227
H 2.066 0.537 -3.919
H 0.115 -3.205 -2.994
H 1.574 -1.809 -4.469
H -1.500 -3.181 -1.078
H -0.483 -2.766 0.213
H 1.601 2.767 -2.221
H 2.883 1.788 -1.565
H -2.664 2.837 -3.206
O -2.471 3.364 -3.983
H -1.654 2.948 -4.306
H -3.059 0.155 0.109
O -2.417 0.694 0.746
H -2.800 1.594 0.717
C -3.877 -1.805 -0.863
H -3.740 -2.706 -1.491
H -4.827 -1.744 -0.276
H -3.756 -0.917 -1.525
C -2.723 -2.370 1.874
H -3.348 -1.781 2.592
H -3.235 -3.308 1.600
H -1.718 -2.548 2.307
C 2.680 2.443 0.804
H 3.184 3.260 0.291
H 2.629 2.622 1.876
H 3.185 1.499 0.615
C 0.284 3.897 0.162
H 0.155 4.177 1.224
H 0.898 4.653 -0.356
H -0.721 3.867 -0.296
F 3.413 -1.794 4.790
C 2.561 -1.320 3.819
C 2.523 -1.958 2.585
C 1.636 -1.480 1.593
C 0.722 -0.511 1.940
C 0.809 0.186 3.161
C 1.690 -0.279 4.166
H 3.200 -2.777 2.381
H 1.633 -1.836 0.569
H 0.191 1.085 3.304
H 1.765 0.177 5.151
```

2S+1 ... 4
Highest occupied orbital energy (alpha / beta) ... -9.793 / -10.594 eV
Total charge ... +1
Calculated total energy ... -2595.4348 Eh
ΔE to the lowest compared entry with this formula, charge and spin ... 3.623 eV
Frontier orbital gap (alpha / beta) ... 6.82 / 7.45 eV

=====

The lowest calculated total energy belongs to which entry? C50H70N11O2PW